Record 1
A cluster of 8 separate species, C5H23O9 in total in a non-equilibrium geometry. Source: OMol25; level of theory: wB97M-V/def2-TZVPD.

ORCA input file:
```
! wB97M-V def2-TZVPD RIJCOSX def2/J DEFGRID3
* xyz -1 1
C -0.396 -2.794 1.082
O -1.376 -1.759 0.898
C 0.927 -2.398 1.698
C 1.648 -1.311 0.879
C 1.145 0.111 1.091
C 1.143 1.108 0.177
O 0.358 2.136 0.182
H -1.012 -3.502 1.670
H -0.210 -3.230 0.092
H 1.490 -3.314 1.897
H 0.912 -1.982 2.714
H 2.712 -1.406 1.166
H 1.646 -1.438 -0.211
H 0.436 0.245 1.924
H -0.966 -0.894 0.751
H 1.775 1.022 -0.732
H -0.077 2.951 -1.627
H -0.168 2.255 -3.042
O -0.688 2.708 -2.349
H -1.240 1.074 -2.305
H -1.740 -0.059 -1.288
O -1.681 0.201 -2.226
H 1.428 0.329 -3.192
H 1.922 1.547 -2.492
O 1.464 1.299 -3.293
H -2.292 1.549 -0.341
H -1.078 1.612 0.657
O -1.928 1.107 0.436
H -0.347 -0.656 -2.503
H 0.144 -1.555 -3.585
O 0.369 -1.357 -2.680
H -2.544 -1.115 3.631
H -2.043 -1.817 2.496
O -2.470 -2.038 3.364
H 1.218 3.836 0.979
H 0.464 3.421 2.187
O 1.055 4.114 1.895
*
```

Results
Kohn-Sham gap ... 0.26469 hartree
LUMO ... 3.02 eV
Energy above the lowest of the compared OMol25 structures with the same formula, charge and spin ... 202.43 kJ/mol


Record 2
A structure of composition C4H8N2O. Source: OMol25; level of theory: wB97M-V/def2-TZVPD.

ORCA input file:
```
! wB97M-V def2-TZVPD RIJCOSX def2/J DEFGRID3
* xyz 0 1
N 0.225 -0.113 -1.853
C 0.770 -0.189 -0.500
C 0.424 1.080 0.308
C -0.848 0.721 1.094
O -0.539 -0.580 1.601
C 0.034 -1.310 0.185
N -0.615 -2.326 0.095
H 0.847 0.437 -2.438
H 0.168 -1.042 -2.261
H 1.850 -0.394 -0.462
H 0.301 1.948 -0.352
H 1.227 1.292 1.021
H -1.716 0.681 0.424
H -1.042 1.408 1.921
H -1.087 -1.612 1.218
*
```

Results
Kohn-Sham gap ... 0.37481 hartree
LUMO ... 0.87 eV
Energy above the lowest of the compared OMol25 structures with the same formula, charge and spin ... 403.60 kJ/mol


Record 3
A cluster of 2 separate species, C6H13IN in total in a non-equilibrium geometry. Source: OMol25; level of theory: wB97M-V/def2-TZVPD.

ORCA input file:
```
! wB97M-V def2-TZVPD RIJCOSX def2/J DEFGRID3
* xyz 1 1
C -1.248 3.211 1.125
C -0.159 3.546 0.451
C 0.635 -2.428 -1.490
C -0.465 -1.848 -0.685
C -0.615 -0.219 1.288
C -0.043 -1.340 0.639
N 0.848 -2.028 1.138
I -2.772 -0.192 1.032
H -1.246 2.522 2.000
H -2.162 3.650 0.797
H 0.818 3.447 0.824
H 0.302 -2.582 -2.475
H 1.459 -1.870 -1.504
H 0.939 -3.409 -1.195
H -1.154 -1.209 -1.303
H -1.197 -2.617 -0.370
H -0.367 -0.221 2.355
H -0.483 0.688 0.756
H 1.144 -2.806 0.437
H 1.238 -2.063 2.065
H -0.214 4.185 -0.550
*
```

Results
Kohn-Sham gap ... 0.30695 hartree
LUMO ... -4.62 eV
Energy above the lowest of the compared OMol25 structures with the same formula, charge and spin ... 172.88 kJ/mol


Record 4
The molecule C4H4N2S2 in a non-equilibrium geometry. Source: OMol25; level of theory: wB97M-V/def2-TZVPD.

ORCA input file:
```
! wB97M-V def2-TZVPD RIJCOSX def2/J DEFGRID3
* xyz 0 1
S 0.361 1.339 -2.396
C -0.090 1.281 -0.860
S -0.667 2.624 0.156
C 0.158 0.039 -0.106
C 0.466 -1.206 -0.538
C 0.315 -2.056 0.634
N -0.092 -1.339 1.666
N -0.142 -0.041 1.246
H -1.191 3.434 -0.843
H 0.735 -1.432 -1.601
H 0.457 -3.170 0.614
H -0.311 0.528 2.028
*
```

Results
Kohn-Sham gap ... 0.29775 hartree
LUMO ... -0.92 eV
Energy above the lowest of the compared OMol25 structures with the same formula, charge and spin ... 136.69 kJ/mol
Structure (SMILES) ... S=C(S)c1ccn[nH]1


Record 5
The molecule C5H11Cl in a non-equilibrium geometry. Source: OMol25; level of theory: wB97M-V/def2-TZVPD.

ORCA input file:
```
! wB97M-V def2-TZVPD RIJCOSX def2/J DEFGRID3
* xyz 0 1
C -1.833 -0.629 -0.093
C -0.285 -1.132 -0.363
C 0.801 -0.050 -0.103
C 0.758 0.507 1.365
C 0.714 1.145 -1.013
Cl 2.366 -0.838 -0.163
H -2.045 -0.853 0.921
H -1.987 0.560 -0.187
H -2.605 -1.190 -0.647
H -0.067 -1.637 -1.320
H -0.140 -1.841 0.508
H 1.107 -0.419 1.806
H 1.407 1.322 1.374
H -0.276 0.658 1.604
H 1.445 1.931 -0.690
H -0.335 1.603 -1.039
H 0.975 0.863 -1.959
*
```

Results
Kohn-Sham gap ... 0.41846 hartree
LUMO ... 0.97 eV
Energy above the lowest of the compared OMol25 structures with the same formula, charge and spin ... 94.74 kJ/mol
Structure (SMILES) ... CCC(C)(C)Cl


Record 6
A structure of composition C43H40AsBCaF4N2O2 in a non-equilibrium geometry. Source: OMol25; level of theory: wB97M-V/def2-TZVPD.

ORCA input file:
```
! wB97M-V def2-TZVPD RIJCOSX def2/J DEFGRID3
* xyz -2 1
Ca -0.569 -2.297 0.036
O -1.544 -1.472 -1.547
C -2.755 -1.591 -2.157
C -3.511 -2.886 -1.464
C -3.694 -2.527 0.063
C -5.098 -2.622 0.208
C -5.688 -2.588 1.610
C -4.624 -2.408 2.550
C -3.044 -2.273 2.373
C -2.254 -2.219 3.481
C -0.902 -1.568 3.238
O -0.420 -1.552 2.040
C -1.318 0.038 3.744
C -2.101 0.776 2.711
C -2.593 2.091 2.956
C -2.200 2.778 4.102
C -1.466 2.136 5.071
C -1.149 0.700 4.934
C 0.390 -1.692 4.062
C 0.763 -2.538 5.193
C 2.044 -2.776 5.688
C 3.098 -2.034 5.308
C 2.934 -1.231 4.105
C 1.646 -1.147 3.587
N -2.777 -2.396 0.921
C -2.302 -1.920 -3.722
C -1.682 -0.751 -4.378
C -0.766 -0.892 -5.407
C -0.492 -2.111 -5.959
C -0.965 -3.271 -5.432
C -1.885 -3.158 -4.351
C -3.444 -0.284 -2.138
C -4.406 0.204 -3.011
C -4.774 1.537 -2.881
C -4.213 2.370 -1.860
C -3.312 1.771 -0.958
C -3.010 0.451 -1.075
H -2.803 -3.724 -1.465
H -4.356 -3.079 -2.321
H -5.625 -3.229 -0.366
H -6.586 -3.576 1.589
H -5.017 -2.475 3.753
H 5.561 -4.399 6.163
H -3.131 -1.880 4.095
H -2.386 0.131 1.769
H -3.469 2.362 2.233
H -2.795 3.460 4.486
H -1.268 2.531 6.177
H -0.507 0.208 5.524
H 0.161 -3.380 5.419
H 2.007 -3.527 6.467
H 4.069 -2.025 5.648
H 3.738 -0.444 3.892
H 1.514 -0.670 2.673
H -1.751 0.292 -3.928
H -0.329 0.022 -5.864
H 0.233 -2.223 -6.810
H -0.790 -4.226 -5.879
H -2.238 -4.117 -3.758
H -4.833 -0.544 -3.794
H -5.118 2.129 -3.779
H -4.415 3.657 -1.982
H -2.876 2.326 -0.004
H -2.286 0.051 -0.438
F 0.710 2.906 -3.103
B 0.891 2.881 -4.535
F 2.000 2.077 -4.942
F -0.317 2.419 -5.119
F 1.218 4.203 -4.946
N 12.007 1.076 -2.384
C 11.931 1.450 -3.519
C 3.696 -0.481 0.461
As 2.813 -0.321 -1.261
C 1.468 0.850 -0.362
C 3.816 1.229 -2.137
C 4.154 2.430 -1.347
C 3.415 3.536 -1.525
C 3.724 4.734 -0.751
C 4.865 4.817 -0.033
C 5.702 3.686 0.171
C 5.284 2.455 -0.458
H 4.036 0.466 1.083
H 4.699 -0.992 0.639
H 3.038 -1.297 1.464
H 1.510 0.708 0.581
H 0.216 0.408 -0.585
H 1.455 2.006 -0.728
H 3.061 1.561 -2.947
H 4.708 0.892 -2.611
H 2.579 3.597 -2.229
H 3.133 5.626 -0.906
H 5.167 5.597 0.577
H 6.623 3.688 0.736
H 5.780 1.495 -0.428
*
```

Results
Kohn-Sham gap (alpha / beta) ... 0.17863 / 0.12885 hartree
LUMO (alpha / beta) ... 2.17 / 0.81 eV